Record 1
A 3-piece molecular cluster, CH3IO3 overall, computed with the ωB97M-V functional and the def2-TZVPD basis.

Computed properties:
Highest occupied orbital energy in eV: -9.89
Gap between HOMO and LUMO in eV: 10.0
Spin multiplicity: 1

Each atom is followed by the atoms it is bonded to, with distances in Å.
Element x y z (Å)
1 C 0.51 0.80 -0.90  O3 1.133
2 O 0.27 0.05 1.94  O4 1.427, H8 0.964
3 O -0.26 1.27 -0.22  C1 1.133
4 O -0.73 -0.85 2.42  O2 1.427, H6 1.019
5 I -0.55 -0.22 -3.71  H7 1.735
6 H -1.35 -0.94 1.62  O4 1.019
7 H 1.16 0.05 -3.73  I5 1.735
8 H 0.95 -0.16 2.59  O2 0.964

Atom charges from the natural (NBO) analysis, given in e for atoms 1 to 2:
1 C 0.48
2 O -0.46

---

Record 2
A 8-piece molecular cluster, C32H40N8 overall, computed with the ωB97M-V functional and the def2-TZVPD basis.

Computed properties:
SMILES: c1cc[nH]c1.c1cc[nH]c1.c1cc[nH]c1.c1cc[nH]c1.c1cc[nH]c1.c1cc[nH]c1.c1cc[nH]c1.c1cc[nH]c1
Highest occupied orbital energy in eV: -7.76
Gap between HOMO and LUMO in eV: 8.5
Spin multiplicity: 1

Each atom is followed by the atoms it is bonded to, with distances in Å.
Element x y z (Å)
1 C -7.10 30.35 28.70  C2 1.419, C5 1.365, H6 1.078
2 C -6.92 29.11 28.03  C1 1.419, C3 1.367, H7 1.078
3 C -8.08 28.86 27.35  C2 1.367, N4 1.372, H8 1.077
4 N -8.91 29.95 27.51  C3 1.372, C5 1.369, H9 1.004
5 C -8.31 30.86 28.34  C1 1.365, N4 1.369, H10 1.077
6 H -6.38 30.84 29.34  C1 1.078
7 H -6.03 28.51 28.03  C2 1.078
8 H -8.37 28.02 26.75  C3 1.077
9 H -9.76 30.10 27.00  N4 1.004
10 H -8.82 31.76 28.65  C5 1.077
11 C -4.35 31.75 37.54  C12 1.426, C15 1.368, H16 1.077
12 C -5.11 30.57 37.76  C11 1.426, C13 1.363, H17 1.077
13 C -4.62 29.97 38.88  C12 1.363, N14 1.375, H18 1.077
14 N -3.60 30.74 39.37  C13 1.375, C15 1.363, H19 1.004
15 C -3.43 31.82 38.56  C11 1.368, N14 1.363, H20 1.077
16 H -4.53 32.53 36.82  C11 1.077
17 H -5.96 30.26 37.17  C12 1.077
18 H -4.92 29.05 39.35  C13 1.077
19 H -3.07 30.46 40.17  N14 1.004
20 H -2.75 32.62 38.79  C15 1.077
21 C -3.62 26.59 28.88  C22 1.423, C25 1.368, H26 1.078
22 C -4.80 26.48 29.68  C21 1.423, C23 1.368, H27 1.077
23 C -5.31 25.23 29.48  C22 1.368, N24 1.369, H28 1.077
24 N -4.48 24.56 28.63  C23 1.369, C25 1.369, H29 1.004
25 C -3.44 25.38 28.27  C21 1.368, N24 1.369, H30 1.076
26 H -2.96 27.43 28.80  C21 1.078
27 H -5.18 27.24 30.35  C22 1.077
28 H -6.21 24.76 29.83  C23 1.077
29 H -4.62 23.64 28.25  N24 1.004
30 H -2.60 25.04 27.68  C25 1.076
31 C -5.25 31.14 33.76  C32 1.420, C35 1.373, H36 1.077
32 C -5.42 31.14 32.36  C31 1.420, C33 1.377, H37 1.079
33 C -5.84 29.88 31.98  C32 1.377, N34 1.366, H38 1.076
34 N -5.90 29.13 33.12  C33 1.366, C35 1.360, H39 1.005
35 C -5.55 29.87 34.20  C31 1.373, N34 1.360, H40 1.075
36 H -4.80 31.93 34.35  C31 1.077
37 H -5.18 31.89 31.62  C32 1.079
38 H -6.03 29.41 31.03  C33 1.076
39 H -6.20 28.17 33.22  N34 1.005
40 H -5.57 29.47 35.20  C35 1.075
41 C -7.98 27.71 37.09  C42 1.421, C45 1.365, H46 1.079
42 C -9.03 27.19 36.28  C41 1.421, C43 1.366, H47 1.077
43 C -10.15 27.19 37.07  C42 1.366, N44 1.368, H48 1.077
44 N -9.82 27.66 38.31  C43 1.368, C45 1.371, H49 1.004
45 C -8.49 27.99 38.32  C41 1.365, N44 1.371, H50 1.076
46 H -6.94 27.80 36.80  C41 1.079
47 H -8.93 26.81 35.28  C42 1.077
48 H -11.13 26.81 36.84  C43 1.077
49 H -10.44 27.66 39.10  N44 1.004
50 H -7.96 28.32 39.20  C45 1.076
51 C -6.43 25.02 34.39  C52 1.427, C55 1.361, H56 1.079
52 C -5.62 25.90 33.61  C51 1.427, C53 1.373, H57 1.077
53 C -4.55 26.22 34.42  C52 1.373, N54 1.362, H58 1.078
54 N -4.70 25.61 35.62  C53 1.362, C55 1.379, H59 1.004
55 C -5.88 24.90 35.63  C51 1.361, N54 1.379, H60 1.076
56 H -7.35 24.53 34.10  C51 1.079
57 H -5.73 26.26 32.61  C52 1.077
58 H -3.74 26.91 34.26  C53 1.078
59 H -4.05 25.74 36.37  N54 1.004
60 H -6.12 24.37 36.54  C55 1.076
61 C -7.91 34.73 28.38  C62 1.421, C65 1.367, H66 1.077
62 C -9.31 35.01 28.34  C61 1.421, C63 1.372, H67 1.077
63 C -9.87 34.46 29.46  C62 1.372, N64 1.366, H68 1.077
64 N -8.85 33.93 30.21  C63 1.366, C65 1.371, H69 1.005
65 C -7.66 34.11 29.57  C61 1.367, N64 1.371, H70 1.077
66 H -7.20 34.87 27.58  C61 1.077
67 H -9.85 35.51 27.56  C62 1.077
68 H -10.89 34.34 29.76  C63 1.077
69 H -8.96 33.46 31.09  N64 1.005
70 H -6.78 33.60 29.93  C65 1.077
71 C -8.51 27.43 30.91  C72 1.423, C75 1.365, H76 1.078
72 C -8.67 27.40 32.32  C71 1.423, C73 1.368, H77 1.074
73 C -9.98 27.69 32.60  C72 1.368, N74 1.369, H78 1.077
74 N -10.60 27.93 31.40  C73 1.369, C75 1.372, H79 1.004
75 C -9.72 27.75 30.36  C71 1.365, N74 1.372, H80 1.077
76 H -7.59 27.25 30.37  C71 1.078
77 H -7.86 27.28 33.01  C72 1.074
78 H -10.50 27.85 33.52  C73 1.077
79 H -11.56 28.19 31.27  N74 1.004
80 H -10.05 27.94 29.36  C75 1.077

Atom charges from the Löwdin analysis, given in e for atoms 1 to 2:
1 C -0.11
2 C -0.11

---

Record 3
An isolated molecule of C3H11N2OP3, computed with the ωB97M-V functional and the def2-TZVPD basis.

Computed properties:
SMILES: CCCON=[PH]=[PH]=NP
Highest occupied orbital energy (alpha / beta) in eV: -8.19 / -8.16
Gap between HOMO and LUMO (alpha / beta) in eV: 6.6 / 6.8
Spin multiplicity: 1

Each atom is followed by the atoms it is bonded to, with distances in Å.
Element x y z (Å)
1 C -1.99 1.42 0.12  C2 1.479, H10 1.100, H11 1.097, H12 1.069
2 C -0.66 1.56 -0.51  C1 1.479, C3 1.565, H13 1.053, H14 1.219
3 C -0.07 0.23 -1.08  C2 1.565, O4 1.440, H15 1.189, H16 1.135
4 O -0.13 -0.73 -0.01  C3 1.440, N5 1.389
5 N -0.44 -2.06 -0.27  O4 1.389, P6 1.588
6 P -0.38 -2.81 1.14  N5 1.588, P7 2.359, H17 1.436
7 P 1.94 -2.80 1.59  P6 2.359, N8 1.528, H18 1.557
8 N 2.52 -1.82 0.57  P7 1.528, P9 1.664
9 P 2.86 -0.20 0.44  N8 1.664, H19 1.295, H20 1.421
10 H -2.81 1.41 -0.62  C1 1.100
11 H -2.01 0.52 0.74  C1 1.097
12 H -2.22 2.27 0.73  C1 1.069
13 H 0.10 1.83 0.17  C2 1.053
14 H -0.79 2.37 -1.41  C2 1.219
15 H -0.74 0.03 -2.04  C3 1.189
16 H 0.96 0.45 -1.50  C3 1.135
17 H -0.75 -4.06 0.54  P6 1.436
18 H 1.40 -1.89 2.73  P7 1.557
19 H 3.65 -0.36 -0.57  P9 1.295
20 H 3.94 -0.34 1.34  P9 1.421

Atom charges from the natural (NBO) analysis, given in e for atoms 1 to 2:
1 C -0.62
2 C -0.40

---

Record 4
An isolated ion of composition C5H9O and charge +1, computed with the ωB97M-V functional and the def2-TZVPD basis.

Computed properties:
Highest occupied orbital energy in eV: -16.74
Charge: +1
Gap between HOMO and LUMO in eV: 13.7
Spin multiplicity: 1

Each atom is followed by the atoms it is bonded to, with distances in Å.
Element x y z (Å)
1 C -0.74 0.03 1.01  C2 1.495, C3 1.455, H7 1.020, H8 1.103
2 C 0.75 -0.09 0.93  C1 1.495, C5 1.512, H9 1.072, H10 1.068
3 C -1.25 0.26 -0.33  C1 1.455, O6 1.401, H11 1.076, H12 1.090
4 C 0.90 -0.07 -1.60  C5 1.455, O6 1.494, H13 1.066, H14 1.132
5 C 0.82 -0.85 -0.37  C2 1.512, C4 1.455, O6 1.486, H15 1.125
6 O -0.43 -0.56 -1.12  C3 1.401, C4 1.494, C5 1.486
7 H -1.13 -0.90 1.17  C1 1.020
8 H -1.17 0.81 1.67  C1 1.103
9 H 1.09 0.93 0.87  C2 1.072
10 H 1.24 -0.55 1.76  C2 1.068
11 H -2.25 -0.12 -0.43  C3 1.076
12 H -1.17 1.28 -0.71  C3 1.090
13 H 1.02 0.99 -1.61  C4 1.066
14 H 0.97 -0.53 -2.63  C4 1.132
15 H 1.13 -1.92 -0.57  C5 1.125

Atom charges from the natural (NBO) analysis, given in e for atoms 1 to 2:
1 C -0.42
2 C -0.44

---

Sequential DFT total energy output: -15324.8271, -45751.2854, -36177.3828, -7368.6599 eV
Sequential maximum force output: 0.048, 0.025, 0.071, 0.063 Eh/bohr
Sequential ΔE to the lowest compared entry with this formula, charge and spin output: 424.8, 100.0, 159.8, 113.9 kJ/mol